Computed, not measured: a structure of composition C40H37BBrF3IrN4O4P, with ωB97M-V with the def2-TZVPD basis set.

Structure (XYZ):
```
92
Properties=species:S:1:pos:R:3:forces:R:3:mulliken_spin:R:1
Ir -1.346 0.191 -0.272 0.365 -0.295 0.271 0.8888
F 5.072 1.857 -1.604 0.003 0.005 0.012 0.0001
C 4.670 0.937 -0.709 -0.004 0.011 0.009 0.0018
C 3.331 0.785 -0.534 0.000 0.002 -0.007 0.0027
C 2.829 -0.147 0.388 -0.016 0.021 -0.031 0.0038
C 1.415 -0.301 0.603 0.112 0.023 0.006 -0.0039
O 0.619 0.473 -0.066 -0.132 -0.075 0.047 -0.0024
C 1.011 -1.244 1.554 -0.041 0.051 0.068 0.0150
C 1.976 -1.976 2.220 0.004 0.018 0.027 0.0005
N 3.281 -1.866 2.006 0.000 0.014 -0.023 0.0033
C 4.206 -2.673 2.796 0.009 -0.006 0.000 -0.0003
C 4.981 -3.765 2.118 0.001 0.004 0.008 0.0002
C 3.870 -4.105 3.064 -0.009 0.006 -0.012 0.0000
C 3.755 -0.924 1.097 -0.018 -0.011 0.022 -0.0004
C 5.130 -0.752 0.902 0.018 -0.009 0.003 0.0001
C 5.638 0.191 0.017 -0.022 -0.018 -0.012 -0.0009
N 7.010 0.359 -0.155 0.021 -0.004 -0.020 -0.0002
C 7.570 1.290 -1.146 -0.016 -0.004 -0.012 0.0000
C 9.093 1.224 -1.134 0.013 -0.013 -0.003 0.0000
N 9.525 -0.204 -0.972 -0.002 0.001 0.012 0.0000
C 9.111 -0.755 0.382 0.008 -0.007 -0.004 0.0000
C 7.943 0.060 0.922 -0.012 0.010 0.019 0.0000
C -0.393 -1.497 2.007 -0.018 -0.204 -0.178 0.0056
O -0.628 -2.203 2.947 -0.001 0.002 0.000 0.0036
O -1.365 -0.894 1.326 -0.068 0.214 0.125 0.0733
H 2.657 1.408 -1.103 -0.001 0.003 0.001 -0.0037
H 1.661 -2.683 2.976 -0.010 0.002 -0.003 0.0008
H 4.681 -2.100 3.581 0.001 0.003 -0.002 0.0001
H 6.002 -3.927 2.436 0.001 -0.004 -0.005 0.0000
H 4.791 -3.929 1.065 0.002 0.003 -0.001 0.0000
H 4.111 -4.489 4.044 0.002 0.002 0.001 0.0000
H 2.968 -4.512 2.628 -0.001 -0.005 0.008 0.0000
H 5.795 -1.397 1.452 0.008 -0.005 -0.004 0.0001
H 7.289 2.330 -0.965 0.010 0.001 0.021 0.0000
H 7.209 1.019 -2.138 -0.011 0.018 0.004 0.0000
H 9.541 1.778 -0.313 -0.003 0.010 -0.004 0.0000
H 9.496 1.608 -2.068 0.007 -0.012 -0.002 0.0000
H 10.537 -0.284 -1.088 -0.002 -0.008 -0.005 0.0000
H 9.106 -0.767 -1.714 -0.012 0.005 0.005 0.0000
H 9.975 -0.703 1.042 0.001 0.011 -0.002 0.0000
H 8.841 -1.797 0.229 0.011 -0.004 0.004 0.0000
H 8.294 0.984 1.393 0.006 0.002 -0.006 0.0000
H 7.474 -0.515 1.712 -0.013 0.006 0.002 0.0000
O -3.267 0.036 -0.517 -0.065 0.061 -0.119 0.0164
P -4.775 0.109 -0.145 -0.033 -0.100 0.025 -0.0022
C -5.557 1.207 -1.317 0.065 0.047 0.039 -0.0010
C -6.762 1.825 -0.985 0.028 0.048 0.064 0.0000
C -7.381 2.661 -1.901 -0.006 0.012 -0.031 0.0004
C -6.803 2.880 -3.144 -0.025 0.002 0.027 0.0001
C -5.609 2.258 -3.481 0.023 -0.017 -0.009 -0.0004
C -4.985 1.418 -2.571 0.016 -0.062 -0.053 0.0014
C -5.497 -1.506 -0.245 0.035 0.007 -0.001 0.0022
C -6.312 -1.857 -1.320 -0.008 0.004 -0.001 -0.0014
C -6.830 -3.141 -1.394 0.000 0.005 -0.002 0.0006
C -6.532 -4.065 -0.403 0.002 -0.002 0.003 0.0004
C -5.716 -3.718 0.669 -0.004 0.001 0.003 0.0008
C -5.197 -2.439 0.753 0.019 -0.020 0.008 0.0059
C -4.967 0.734 1.512 -0.098 -0.077 -0.017 0.0090
C -6.093 0.364 2.250 0.030 -0.018 0.003 -0.0003
C -6.300 0.906 3.508 0.023 0.042 0.049 0.0004
C -5.385 1.806 4.035 -0.050 -0.018 0.011 0.0004
C -4.261 2.172 3.307 0.073 0.008 -0.035 -0.0001
C -4.053 1.640 2.046 -0.063 -0.008 0.057 -0.0024
H -7.215 1.669 -0.014 0.010 -0.001 0.013 0.0001
H -8.314 3.143 -1.643 -0.003 -0.004 0.000 0.0000
H -7.290 3.533 -3.856 -0.001 0.001 -0.001 0.0000
H -5.174 2.415 -4.460 0.001 -0.009 0.010 0.0001
H -4.076 0.900 -2.845 0.070 0.016 0.004 0.0011
H -6.551 -1.133 -2.089 -0.004 0.001 0.002 0.0001
H -7.471 -3.418 -2.220 0.001 0.002 0.000 0.0000
H -6.944 -5.064 -0.460 0.000 0.000 -0.001 0.0000
H -5.496 -4.442 1.440 0.003 0.002 0.001 0.0000
H -4.574 -2.161 1.596 0.019 -0.015 -0.011 -0.0011
H -6.798 -0.357 1.853 0.002 0.036 -0.013 0.0001
H -7.172 0.618 4.080 0.001 0.000 0.004 0.0001
H -5.547 2.223 5.020 0.002 0.002 0.000 0.0000
H -3.547 2.869 3.725 -0.004 0.007 0.007 0.0000
H -3.171 1.933 1.488 0.020 0.000 -0.017 0.0019
Br -2.729 5.492 -1.389 -0.010 0.014 0.014 -0.0008
C -1.874 3.959 -2.024 -0.004 -0.045 -0.044 -0.0050
C -1.256 3.928 -3.268 -0.018 0.035 0.008 0.0187
C -0.666 2.750 -3.696 0.002 -0.039 -0.016 -0.0085
C -0.696 1.639 -2.879 -0.035 -0.055 0.040 0.0107
N -1.289 1.676 -1.676 -0.080 0.201 0.014 -0.0219
C -1.872 2.813 -1.253 -0.066 0.015 -0.181 0.0138
H -1.250 4.812 -3.893 0.002 -0.004 -0.002 0.0002
H -0.192 2.687 -4.665 0.003 0.000 0.002 -0.0002
H -0.262 0.695 -3.178 0.053 0.022 -0.008 0.0000
H -2.375 2.793 -0.293 0.067 0.030 -0.048 0.0042
F 0.211 -2.026 -1.372 0.021 0.027 0.060 -0.0019
B -0.961 -1.430 -1.413 -0.235 0.078 -0.150 -0.0311
F -1.900 -1.891 -2.200 0.030 0.007 -0.045 0.0009
```
Positions in Å, forces in eV/Å.

Summary:
Total energy   -5409.9240 Eh
HOMO (alpha / beta)   -15.2 / -15.2 eV
Relative energy (zero: lowest compared OMol25 entry of this formula, charge and spin)   0.0 kJ/mol
Charge   +3
Multiplicity   2
Expectation value of S²   0.754
Gap between HOMO and LUMO (alpha / beta)   7.82 / 5.74 eV

Computed, not measured: a structure of composition C40H37GeN3ORu at a distorted geometry, with ωB97M-V with the def2-TZVPD basis set.

Structure (XYZ):
```
83
Properties=species:S:1:pos:R:3:forces:R:3:mulliken_charge:R:1
Ru -0.485 -1.045 0.536 1.166 0.434 -1.433 -1.0843
C -2.324 -4.680 2.579 0.116 -0.129 0.051 -0.9501
C -1.174 -5.431 2.820 -0.110 0.106 -0.032 -0.4060
C 0.057 -4.888 2.529 -0.064 0.050 -0.001 -0.9788
C 0.151 -3.596 1.995 -0.334 -0.108 0.089 1.1534
N -0.977 -2.898 1.732 0.070 0.099 -0.077 0.4380
C -2.166 -3.429 2.028 -0.074 0.063 -0.009 -0.1665
C 1.418 -2.917 1.719 0.329 0.202 -0.019 0.9706
C 2.645 -3.502 2.056 -0.103 -0.009 -0.023 -0.8565
C 3.828 -2.820 1.863 0.097 -0.035 0.033 -0.8657
C 3.793 -1.533 1.335 -0.024 0.000 -0.001 -0.9905
C 2.585 -0.953 0.995 0.045 0.073 -0.120 0.5088
C 1.364 -1.618 1.163 -0.193 0.033 0.319 -0.2692
H -3.310 -5.059 2.803 -0.014 0.002 0.006 0.4237
H -1.245 -6.427 3.236 -0.005 -0.016 0.008 0.4235
H 0.952 -5.458 2.720 0.025 -0.014 -0.008 0.3450
H -3.028 -2.808 1.811 -0.001 0.002 -0.013 0.3436
H 2.683 -4.493 2.488 0.024 -0.013 -0.007 0.3110
H 4.770 -3.277 2.134 0.008 -0.013 0.003 0.3909
H 4.714 -0.979 1.198 0.020 -0.001 -0.003 0.4548
H 2.584 0.053 0.589 -0.011 0.000 -0.005 0.6153
C 2.062 1.006 -2.743 -0.154 0.010 -0.082 -0.6845
C 1.023 0.506 -3.743 0.032 0.186 0.163 -0.8442
N 1.480 -0.622 -4.545 0.231 -0.092 0.073 0.2903
C 2.554 -0.387 -5.508 -0.030 -0.015 -0.069 -0.8279
C 3.894 -0.954 -5.060 -0.082 0.025 -0.012 -1.0924
C 0.939 -1.861 -4.509 -0.314 0.087 -0.384 0.4222
O 1.226 -2.744 -5.306 0.116 0.044 0.135 -0.6507
C -0.121 -2.112 -3.478 -0.177 -0.346 -0.052 0.0272
C -1.403 -2.502 -3.870 0.251 0.099 0.199 -0.4922
C -2.340 -2.771 -2.890 -0.001 -0.021 -0.043 -1.0480
C -1.974 -2.649 -1.560 0.320 0.036 0.139 -0.0114
N -0.742 -2.272 -1.175 -0.507 -0.026 -0.187 0.1805
C 0.173 -2.037 -2.133 -0.174 -0.029 0.307 -0.4257
H 1.634 1.807 -2.138 -0.003 -0.015 -0.001 0.1439
H 2.946 1.397 -3.246 0.055 0.007 -0.046 0.4690
H 2.374 0.206 -2.073 0.002 -0.034 0.061 0.1366
H 0.747 1.315 -4.429 0.025 -0.019 0.015 0.3003
H 0.115 0.220 -3.215 0.064 0.088 -0.028 0.4336
H 2.622 0.692 -5.653 -0.009 0.021 0.000 0.4127
H 2.261 -0.838 -6.458 0.020 0.017 0.043 0.4241
H 4.212 -0.516 -4.115 0.005 0.020 0.042 0.2698
H 4.658 -0.744 -5.808 0.032 -0.002 -0.035 0.3784
H 3.820 -2.031 -4.938 0.005 -0.070 0.005 0.3210
H -1.645 -2.587 -4.920 0.018 -0.012 -0.041 0.5127
H -3.346 -3.070 -3.146 -0.009 -0.009 0.018 0.4296
H -2.672 -2.868 -0.762 -0.020 0.029 0.011 0.3259
H 1.152 -1.748 -1.779 0.035 0.006 0.029 0.7019
C -0.222 0.567 -0.003 -0.466 -0.881 0.793 -0.4117
Ge -0.759 2.042 1.126 -0.108 0.236 0.330 2.2463
C -0.174 1.875 3.006 -0.172 0.144 -0.502 -0.0739
C 1.180 1.801 3.313 0.109 -0.026 -0.147 0.0890
C 1.602 1.629 4.619 0.103 -0.023 0.120 -0.7809
C 0.669 1.528 5.641 0.036 -0.002 0.058 -0.4824
C -0.682 1.606 5.348 -0.010 -0.024 0.177 -0.6660
C -1.098 1.780 4.039 -0.215 0.028 -0.119 -0.4883
C -0.209 3.802 0.446 -0.077 -0.441 0.143 -0.1879
C 0.364 4.751 1.282 -0.011 -0.029 0.178 -0.5276
C 0.722 5.997 0.794 0.075 0.139 0.017 -0.5988
C 0.513 6.305 -0.540 0.024 0.089 -0.030 -0.4375
C -0.057 5.364 -1.385 0.026 0.122 -0.126 -0.7519
C -0.411 4.122 -0.891 -0.093 -0.180 -0.158 -0.1408
C -2.709 1.819 0.973 0.356 0.048 0.149 -0.3556
C -3.588 2.882 0.826 0.097 0.130 0.030 -0.4796
C -4.953 2.657 0.714 -0.137 0.063 -0.031 -0.6799
C -5.450 1.366 0.745 -0.122 -0.019 -0.016 -0.5017
C -4.581 0.292 0.884 -0.090 -0.104 -0.025 -0.7726
C -3.225 0.526 0.993 0.432 -0.359 0.114 0.6362
H 1.919 1.855 2.522 0.029 0.005 -0.017 0.3386
H 2.660 1.561 4.839 0.008 0.000 0.010 0.4040
H 0.997 1.388 6.663 0.005 -0.001 0.008 0.3857
H -1.416 1.528 6.140 -0.002 -0.002 0.018 0.4015
H -2.159 1.831 3.821 -0.016 0.001 -0.010 0.3447
H 0.531 4.518 2.328 0.000 -0.007 0.016 0.3361
H 1.168 6.727 1.457 0.009 0.022 0.001 0.4032
H 0.793 7.278 -0.923 0.002 0.009 -0.001 0.3710
H -0.223 5.600 -2.429 0.002 0.011 -0.004 0.3886
H -0.850 3.386 -1.557 -0.012 -0.008 -0.011 0.4545
H -3.209 3.898 0.795 0.002 -0.001 0.008 0.4019
H -5.629 3.495 0.602 -0.024 0.012 -0.006 0.3985
H -6.515 1.193 0.657 -0.013 -0.006 -0.001 0.3824
H -4.966 -0.720 0.904 -0.022 -0.016 0.006 0.4290
H -2.523 -0.329 1.121 -0.417 0.358 0.006 0.0121
```
Positions in Å, forces in eV/Å.

Summary:
Total energy   -3957.6566 Eh
HOMO (alpha / beta)   -6.2 / -6.2 eV
Charge   0
Gap between HOMO and LUMO (alpha / beta)   6.28 / 6.28 eV